# 1
Formula: C4H6FN3
Source: the OMol25 dataset
Level of theory: ωB97M-V with the def2-TZVPD basis set

## Properties
HOMO in eV: -8.95
Frontier orbital gap in eV: 8.707
Charge: 0
Structure (SMILES): [H]/N=C\N/N=C/C(=C)F
Relative energy (zero: lowest compared OMol25 entry of this formula, charge and spin) in kJ/mol: 367.0
E in Eh: -420.00386

```
14
Properties=species:S:1:pos:R:3:forces:R:3
H -2.75936 -2.51320 1.84394 -0.799 1.157 -1.773
N -2.96703 -2.29893 0.79846 2.995 -1.090 0.661
C -1.89525 -1.80436 0.24978 -0.891 1.410 -1.189
N -0.91671 -1.05264 0.95876 -1.673 0.018 4.303
N -0.15907 0.15446 0.77210 0.610 -0.829 -3.155
C 0.42733 0.29362 -0.41521 -1.133 -1.332 1.691
C 1.41848 1.30510 -0.83407 1.768 1.224 4.124
C 2.04044 1.47060 -1.99362 -1.072 0.228 0.828
F 1.95469 1.95791 0.36927 -1.192 -0.839 -2.585
H -1.75065 -1.81534 -0.87982 -0.473 0.123 1.453
H -1.40244 -1.04824 2.00090 2.301 0.581 -3.265
H 0.34979 -0.51885 -1.13863 -0.278 0.129 -0.104
H 2.82465 2.21652 -2.21675 -0.651 -0.838 0.194
H 1.49945 0.84790 -2.67967 0.488 0.058 -1.182
```
Forces are in eV/Å.

---

# 2
Formula: C4H6FNO
Source: the OMol25 dataset
Level of theory: ωB97M-V with the def2-TZVPD basis set

## Properties
HOMO in eV: -9.70
Frontier orbital gap in eV: 9.580
Charge: 0
Structure (SMILES): C=NC=O.C=CF
Relative energy (zero: lowest compared OMol25 entry of this formula, charge and spin) in kJ/mol: 283.4
E in Eh: -385.76558

```
13
Properties=species:S:1:pos:R:3:forces:R:3
C 1.12024 0.75866 -1.24609 -0.638 1.863 -1.007
N 1.24758 -0.07395 -0.35122 1.220 -1.649 1.849
C 1.68480 0.14944 0.95423 1.940 1.339 -0.070
O 1.35711 -0.19983 2.05511 -0.760 -0.228 -0.999
H 0.80693 1.80498 -1.14285 0.253 0.040 0.467
H 1.29964 0.49438 -2.24634 -0.145 -0.712 -1.430
H 2.67361 0.72247 0.77258 -0.913 -0.647 0.741
C -1.96802 -1.14626 0.55825 1.269 1.554 -0.097
C -1.40400 -0.13659 -0.13116 -1.601 -0.792 1.932
F -1.74989 0.06978 -1.40903 0.644 0.313 -0.441
H -2.59094 -1.96007 0.24112 -0.181 0.128 -0.635
H -1.72988 -1.12949 1.60186 0.249 -0.186 0.443
H -0.74718 0.64648 0.34353 -1.335 -1.023 -0.752
```
Forces are in eV/Å.

---

# 3
Formula: C4H6FNO
Source: the OMol25 dataset
Level of theory: ωB97M-V with the def2-TZVPD basis set

## Properties
HOMO in eV: -10.01
Frontier orbital gap in eV: 10.899
Charge: 0
Structure (SMILES): C/C(=C/F)C(N)=O
Relative energy (zero: lowest compared OMol25 entry of this formula, charge and spin) in kJ/mol: 0.1
E in Eh: -385.87350

```
13
Properties=species:S:1:pos:R:3:forces:R:3
C -1.15795 -1.21364 -0.42990 -0.636 -0.877 -0.580
C -0.14844 -0.13171 -0.33309 0.329 0.156 0.038
C 0.52584 0.31696 -1.38211 0.009 -0.048 -0.378
F 1.48905 1.30075 -1.31221 -0.682 -0.781 -0.352
C 0.03689 0.31386 1.07711 0.783 0.404 0.719
N 1.00816 1.25148 1.30927 0.387 0.015 -0.505
O -0.63444 -0.19061 1.95395 -0.218 0.281 0.200
H -2.12755 -0.90248 -0.03453 0.123 0.189 -0.123
H -0.88565 -2.06553 0.19456 0.204 0.097 0.035
H -1.30238 -1.60611 -1.44584 0.115 0.321 0.145
H 0.36899 -0.07942 -2.39363 0.306 0.457 0.406
H 1.13421 1.63531 2.25642 0.020 -0.602 -1.001
H 1.69327 1.37114 0.53998 -0.739 0.389 1.396
```
Forces are in eV/Å.

---

# 4
Formula: C4H6FNO
Source: the OMol25 dataset
Level of theory: ωB97M-V with the def2-TZVPD basis set

## Properties
HOMO in eV: -9.66
Frontier orbital gap in eV: 10.453
Charge: 0
Structure (SMILES): [H]/N=C/[C@@H](F)C(C)=O
Relative energy (zero: lowest compared OMol25 entry of this formula, charge and spin) in kJ/mol: 160.4
E in Eh: -385.81244

```
13
Properties=species:S:1:pos:R:3:forces:R:3
H 2.72437 -1.13384 -1.00688 -0.087 -0.626 -0.166
N 1.93516 -0.54466 -0.79232 0.324 1.079 -0.979
C 1.34271 -0.83132 0.26206 1.314 -1.570 1.959
C 0.38599 0.08609 0.89494 -3.485 0.861 1.020
F 0.67209 1.46741 0.63666 0.056 -1.975 0.837
C -1.12864 -0.17266 0.27538 2.748 0.651 -0.484
C -1.43220 0.86089 -0.74090 -1.140 1.980 2.145
O -1.72574 -1.16050 0.53137 -0.707 -0.851 0.610
H 1.62357 -1.72843 0.91765 -0.522 0.932 -0.898
H 0.21269 -0.17644 2.01363 0.854 1.000 -1.688
H -0.70292 0.81280 -1.49939 1.845 0.928 -0.324
H -2.25606 0.66163 -1.34129 -2.244 -0.749 -0.359
H -1.65103 1.85902 -0.15091 1.044 -1.662 -1.673
```
Forces are in eV/Å.

---

# 5
Formula: C4H6FNO
Source: the OMol25 dataset
Level of theory: ωB97M-V with the def2-TZVPD basis set

## Properties
HOMO (alpha / beta) in eV: -8.70 / -9.56
Frontier orbital gap (alpha / beta) in eV: 8.154 / 9.946
Charge: 0
Relative energy (zero: lowest compared OMol25 entry of this formula, charge and spin) in kJ/mol: 590.6
E in Eh: -385.64858

```
13
Properties=species:S:1:pos:R:3:forces:R:3
C 3.46671 0.28103 -0.61109 1.093 -0.442 -0.286
C -1.84778 0.56607 0.34355 -0.964 0.163 0.118
C 2.37010 -0.16852 -0.09652 -1.249 0.405 0.325
C -2.63402 -0.69474 0.19868 0.064 -0.029 0.061
N -0.60911 0.56112 0.14818 1.328 0.048 -0.163
O 0.33544 1.35705 0.19157 -0.671 -0.220 0.054
F 1.92815 -1.30257 0.38001 0.449 -0.088 -0.124
H 4.35668 -0.33222 -0.74510 -0.083 -0.092 0.058
H 3.53029 1.29927 -0.94342 -0.150 0.277 0.005
H -2.39060 1.47031 0.62448 0.322 0.127 0.011
H -3.53810 -0.51316 -0.37748 -0.075 -0.026 -0.060
H -2.03835 -1.45745 -0.29248 0.024 -0.083 -0.047
H -2.92940 -1.06618 1.17963 -0.088 -0.040 0.047
```
Forces are in eV/Å.

---

# 6
Formula: C4H6FNOS
Source: the OMol25 dataset
Level of theory: ωB97M-V with the def2-TZVPD basis set

## Properties
HOMO in eV: -9.05
Frontier orbital gap in eV: 9.772
Charge: 0
Structure (SMILES): O/N=C\[C@H](F)[C@H]1CS1
Relative energy (zero: lowest compared OMol25 entry of this formula, charge and spin) in kJ/mol: 254.3
E in Eh: -783.98321

```
14
Properties=species:S:1:pos:R:3:forces:R:3
O -1.84494 0.99785 1.34776 -0.252 -0.354 0.015
N -0.64776 1.68968 1.28092 0.379 0.217 -0.025
C 0.32448 0.92058 1.02987 0.596 0.032 -0.207
C 0.25348 -0.57292 0.86558 -0.442 -0.009 0.060
F 1.47985 -1.09508 1.26279 -0.006 -0.003 0.097
C -0.01443 -1.04613 -0.54289 0.087 -0.407 0.023
C -0.93490 -0.31906 -1.43891 -0.757 -0.061 -0.472
S 0.80405 -0.21776 -1.92889 -0.011 0.118 0.078
H -2.47502 1.66834 1.61515 -0.134 0.167 0.065
H 1.31666 1.38350 0.93070 -0.549 -0.138 0.106
H -0.53013 -0.97551 1.53496 0.388 0.077 -0.219
H 0.01089 -2.13577 -0.62436 -0.090 0.301 0.051
H -1.40027 0.59953 -1.07274 0.287 -0.280 -0.112
H -1.58349 -0.90571 -2.11700 0.505 0.340 0.540
```
Forces are in eV/Å.